Formula: C30H28BCdF6N10O4S4
Source: the Open Molecules 2025 dataset
Level of theory: ωB97M-V/def2-TZVPD

Geometry (Å):
1 Cd -0.46952 -0.13444 0.07809
2 N 1.27884 -0.20202 -4.17436
3 C 0.22262 0.18167 -3.43805
4 N 0.18793 -0.52191 -2.33683
5 C 1.28495 -1.31941 -2.43932
6 N 1.97751 -1.16684 -3.54553
7 C 1.59894 -2.27820 -1.37065
8 C 2.62036 -3.21459 -1.44720
9 N 2.81685 -4.10689 -0.48290
10 C 1.97926 -4.06505 0.55208
11 C 0.95985 -3.12858 0.63625
12 N 0.78070 -2.23646 -0.32923
13 H 1.61018 0.16725 -5.04566
14 H -0.48356 0.94580 -3.72707
15 H 3.28994 -3.22615 -2.29852
16 H 2.12599 -4.79400 1.33964
17 H 0.27844 -3.08701 1.47288
18 C -1.24791 -3.68623 -3.14551
19 N -2.26858 -2.66432 -3.16160
20 C -2.95990 -2.27188 -4.28639
21 C -3.87838 -1.37807 -3.87162
22 N -3.78411 -1.23545 -2.50369
23 B -4.94641 -0.41799 -1.78277
24 N -4.65191 0.01819 -0.32501
25 C -5.35953 -0.42141 0.77430
26 C -4.82722 0.14015 1.87789
27 N -3.77232 0.91969 1.44821
28 C -2.94915 1.75536 2.30019
29 C -3.66896 0.82270 0.10378
30 S -2.44707 1.55989 -0.83322
31 C -2.76727 -2.01233 -2.06293
32 S -2.11644 -2.17085 -0.49208
33 H -0.40084 -3.39595 -3.76694
34 H -1.65591 -4.62838 -3.51534
35 H -0.92205 -3.81186 -2.11601
36 H -2.72218 -2.64803 -5.26668
37 H -4.61815 -0.83195 -4.43174
38 H -5.92851 -1.13236 -1.71921
39 H -5.12773 0.54621 -2.49245
40 H -6.17362 -1.11646 0.66872
41 H -5.06221 0.03200 2.92242
42 H -2.93081 1.32585 3.29588
43 H -3.34543 2.77067 2.33809
44 H -1.93567 1.79903 1.91106
45 F -0.17914 -3.65117 3.65748
46 C -1.40077 -3.21715 3.99441
47 F -1.62669 -3.55110 5.26595
48 F -2.29401 -3.83139 3.22172
49 S -1.53231 -1.39499 3.78113
50 O -1.39758 -1.19303 2.34667
51 O -2.79722 -1.08607 4.37380
52 N -0.31649 -0.88640 4.63322
53 S 0.86136 -0.15178 3.85418
54 O 0.52423 1.18222 3.45221
55 O 1.56959 -0.99113 2.91849
56 C 2.01570 0.03322 5.27189
57 F 2.26480 -1.14244 5.85389
58 F 1.52394 0.86877 6.18524
59 F 3.16362 0.53131 4.80833
60 C 3.01625 6.30740 0.48802
61 C 3.64356 5.07895 0.65681
62 C 2.92100 3.89876 0.56580
63 C 1.54922 3.91655 0.29627
64 C 0.93004 5.16109 0.15217
65 C 1.65098 6.34291 0.23864
66 C 0.70752 2.69699 0.22311
67 C 1.06112 1.44849 -0.09210
68 C 2.39432 1.09987 -0.62623
69 C 2.85446 1.68654 -1.81345
70 C 4.07017 1.32346 -2.37206
71 C 4.86738 0.36364 -1.76031
72 C 4.42694 -0.22694 -0.58355
73 C 3.20270 0.12491 -0.03017
74 H 3.58431 7.22680 0.56398
75 H 4.70511 5.03913 0.87270
76 H 3.42094 2.95251 0.72443
77 H -0.13845 5.18934 -0.03617
78 H 1.14519 7.29398 0.12065
79 H -0.33495 2.88621 0.46962
80 H 2.23839 2.44477 -2.28599
81 H 4.40147 1.79664 -3.29039
82 H 5.81473 0.07485 -2.19965
83 H 5.03504 -0.98056 -0.09520
84 H 2.86253 -0.34453 0.88355

Values from the calculation:
Molecular weight: 958.10 g/mol
Total energy: -119546.7104 eV
HOMO energy: -4.7 eV
Energy relative to the best compared isomer or geometry (same formula, charge and spin): 16.2 kcal per mole
Net charge: -1